A cluster of 2 separate species, C17H18ClF3NO9PS in total at a distorted geometry. Source: OMol25; level of theory: ωB97M-V/def2-TZVPD.

```
! RIJCOSX wB97M-V def2-TZVPD def2/J DEFGRID3
* xyz 0 1
C 1.16 3.85 0.41
S 1.75 2.23 -0.03
O 3.17 2.33 -0.27
O 1.35 1.28 0.98
C 0.93 1.75 -1.54
C 1.57 1.79 -2.79
P 3.24 2.40 -3.27
N 3.44 2.32 -4.80
O 4.29 1.46 -2.53
O 3.32 3.87 -2.64
C 0.88 1.32 -3.91
C -0.40 0.83 -3.82
C -1.03 0.82 -2.58
C -0.38 1.29 -1.45
C -1.21 1.29 -0.20
O -1.19 2.18 0.61
C -2.15 0.12 -0.08
Cl -2.39 -0.47 1.51
C -2.76 -0.38 -1.15
C -3.77 -1.49 -1.17
C -4.98 -1.31 -0.24
O -5.15 -2.38 0.68
C -2.41 0.27 -2.46
O -3.21 0.36 -3.37
H 0.79 3.77 1.43
H 0.40 4.21 -0.27
H 2.04 4.49 0.39
H 3.58 3.21 -5.27
H 3.91 0.95 -1.80
H 3.97 4.38 -3.15
H 1.39 1.34 -4.87
H -0.92 0.46 -4.69
H -4.12 -1.58 -2.20
H -3.25 -2.43 -0.95
H -4.88 -0.39 0.34
H -5.90 -1.29 -0.82
H -4.29 -2.68 0.97
C 1.34 -1.33 2.58
C 1.64 -1.64 4.02
O 0.71 -2.61 4.56
C 0.97 -3.88 4.29
O 1.89 -4.32 3.66
C -0.09 -4.77 4.96
F -1.32 -4.29 4.77
F 0.14 -4.84 6.28
F -0.04 -6.00 4.46
H 0.30 -1.00 2.47
H 1.99 -0.54 2.22
H 1.48 -2.21 1.96
H 1.51 -0.76 4.65
H 2.66 -2.00 4.16
*
```

## Properties
HOMO energy in eV: -9.64
Largest force on an atom in Eh/bohr: 0.0220
LUMO energy in eV: -1.6